Record 1
The following is a DFT calculation (ωB97M-V with the def2-TZVPD basis set) of C29H44N4O6 in the gas phase.

Geometry as XYZ:
```
83
Properties=species:S:1:pos:R:3:nbo_charge:R:1
C -6.9199 -1.8144 -4.1040 -0.252
O -6.4151 -1.3000 -2.8954 -0.535
C -7.0062 -1.6828 -1.7209 0.373
C -8.0546 -2.5876 -1.6284 -0.321
C -8.5738 -2.9234 -0.3881 -0.188
C -8.0541 -2.3667 0.7639 -0.237
C -7.0077 -1.4627 0.6729 -0.174
C -6.4800 -1.1056 -0.5544 -0.102
C -5.3288 -0.1379 -0.6627 -0.248
N -4.1638 -0.7820 -1.2346 -0.603
C -3.1322 -1.2117 -0.4910 0.679
O -2.9809 -0.9341 0.6844 -0.654
C -2.1066 -2.0559 -1.2536 -0.140
N -0.8275 -1.8600 -0.6123 -0.626
C 0.2490 -1.3827 -1.2771 0.698
O 0.2788 -1.3084 -2.4899 -0.647
C 1.3972 -0.9906 -0.3511 -0.309
C 1.0274 0.2648 0.4536 -0.416
C 0.9693 1.4721 -0.4840 -0.214
N 2.2618 1.6660 -1.0985 -0.438
C 3.2440 2.4967 -0.7032 0.706
O 4.3399 2.5106 -1.2376 -0.657
C 2.9712 3.5166 0.4157 -0.123
C 3.0031 4.9503 -0.1291 -0.403
C 3.7844 5.7309 0.9279 -0.403
C 4.8306 4.7164 1.3772 -0.204
N 4.0949 3.4713 1.3401 -0.436
C 4.5202 2.2915 1.8320 0.924
O 3.8837 1.2630 1.7155 -0.694
O 5.6790 2.4389 2.4954 -0.532
C 6.3311 1.2924 3.0851 0.274
C 5.4544 0.6825 4.1793 -0.643
C 7.6147 1.8668 3.6874 -0.613
C 6.6634 0.2604 2.0075 -0.644
C 2.6124 0.5458 -1.9550 -0.239
C 2.6962 -0.7333 -1.1212 -0.397
C -2.4905 -3.5553 -1.2743 -0.205
C -2.6258 -4.1148 0.1395 -0.617
C -3.7717 -3.7987 -2.0684 -0.617
H -6.8110 -2.9026 -4.1532 0.180
H -6.3216 -1.3573 -4.8910 0.203
H -7.9704 -1.5453 -4.2487 0.182
H -8.4738 -3.0394 -2.5133 0.220
H -9.3887 -3.6293 -0.3321 0.215
H -8.4567 -2.6337 1.7286 0.216
H -6.5906 -1.0258 1.5677 0.218
H -5.0439 0.2264 0.3257 0.240
H -5.6079 0.7052 -1.3025 0.212
H -4.2641 -1.0918 -2.1884 0.413
H -2.0063 -1.6993 -2.2853 0.240
H -0.8834 -1.7686 0.3930 0.417
H 1.5540 -1.8237 0.3434 0.224
H 0.0693 0.1443 0.9623 0.210
H 1.8068 0.4450 1.1967 0.252
H 0.6421 2.3650 0.0461 0.208
H 0.2511 1.2815 -1.2900 0.202
H 2.0572 3.3040 0.9748 0.204
H 3.5533 4.9560 -1.0712 0.227
H 2.0032 5.3451 -0.2992 0.217
H 3.1330 5.9908 1.7638 0.201
H 4.2294 6.6406 0.5311 0.218
H 5.6735 4.6822 0.6773 0.197
H 5.2125 4.8960 2.3832 0.215
H 5.2039 1.4374 4.9219 0.209
H 5.9872 -0.1296 4.6663 0.211
H 4.5356 0.2960 3.7474 0.240
H 8.2159 2.3268 2.9078 0.216
H 7.3726 2.6242 4.4285 0.212
H 8.1894 1.0765 4.1612 0.212
H 5.7489 -0.1480 1.5871 0.239
H 7.2337 0.7287 1.2083 0.217
H 7.2492 -0.5472 2.4380 0.210
H 3.5769 0.7627 -2.4146 0.243
H 1.8512 0.4374 -2.7303 0.220
H 2.9112 -1.5753 -1.7798 0.220
H 3.5088 -0.6250 -0.4007 0.221
H -1.6659 -4.0714 -1.7787 0.212
H -3.3872 -3.5735 0.6964 0.214
H -2.9096 -5.1640 0.0988 0.211
H -1.6845 -4.0373 0.6768 0.212
H -4.6352 -3.3908 -1.5467 0.208
H -3.9294 -4.8683 -2.1899 0.217
H -3.7070 -3.3531 -3.0593 0.202
```

Summary:
gap between HOMO and LUMO: 9.23 eV
relative energy (zero: lowest compared OMol25 entry of this formula, charge and spin): 3.39 kcal/mol
SMILES: COc1ccccc1CNC(=O)[C@@H](NC(=O)C1CCN(C(=O)[C@@H]2CCCN2C(=O)OC(C)(C)C)CC1)C(C)C
max |F|: 0.72 eV/A
spin multiplicity: 1

Record 2
The following is a DFT calculation (ωB97M-V with the def2-TZVPD basis set) of a molecular structure, C30H45GaNO2P2S2 at a distorted geometry.

Geometry as XYZ:
```
83
Properties=species:S:1:pos:R:3:mulliken_charge:R:1
Ga -1.2111 -0.0827 0.0025 0.505
C -2.7615 1.4330 -1.6793 0.241
C -2.4568 0.3272 -2.5269 0.839
C -3.5427 -0.4993 -0.6529 0.516
C -3.4309 0.9329 -0.5123 0.216
C -2.9458 -0.8619 -1.9095 0.082
C -2.4691 2.8590 -1.9494 -1.625
H -1.5719 2.9821 -2.5697 0.327
H -2.3210 3.4233 -1.0190 0.365
H -3.3049 3.3331 -2.4859 0.327
C -4.0390 1.7324 0.5772 -1.024
H -3.6481 2.7560 0.5938 0.367
H -3.8480 1.2807 1.5605 0.045
H -5.1297 1.7959 0.4487 0.311
C -4.3206 -1.3936 0.2360 -0.979
H -5.3763 -1.4471 -0.0716 0.372
H -4.3029 -1.0322 1.2715 0.142
H -3.9230 -2.4159 0.2400 0.335
C -2.8554 -2.2430 -2.4348 -1.430
H -3.7510 -2.4951 -3.0221 0.349
H -2.7851 -2.9786 -1.6209 0.317
H -1.9864 -2.3766 -3.0924 0.327
C -1.7289 0.3894 -3.8151 -1.541
H -2.4349 0.4345 -4.6534 0.333
H -1.1007 -0.4968 -3.9701 0.324
H -1.0939 1.2798 -3.8806 0.314
C 5.5958 1.6799 -0.0045 -0.262
C 5.2894 2.1660 -1.2117 -0.643
C 5.8534 1.7323 -2.5328 -0.569
C 6.4713 0.3116 -2.5868 -0.985
C 5.5221 -0.7896 -2.2075 -0.193
C 5.2368 -1.2657 -0.9894 -0.551
C 5.8557 -0.8483 0.3121 -0.490
C 6.5232 0.5497 0.3423 -1.002
H 6.6257 2.4504 -2.8609 0.349
H 7.4110 0.2941 -2.0216 0.322
H 5.0578 1.7858 -3.2931 0.284
H 7.4416 0.5362 -0.2572 0.356
H 5.1619 2.1660 0.8795 0.378
H 4.6420 3.0502 -1.2704 0.702
H 6.8414 0.7145 1.3861 0.405
H 5.0812 -0.8738 1.0955 0.261
H 4.5628 -2.1277 -0.9113 0.520
H 6.6133 -1.5915 0.6178 0.411
H 6.7459 0.1385 -3.6414 0.410
H 5.0404 -1.2574 -3.0757 0.363
P 0.7893 1.3100 -0.1901 0.619
C 0.9020 2.5658 1.1150 -1.202
C 1.5021 1.9926 -1.7188 -0.712
P 0.5698 -1.5570 -0.4341 0.794
C 1.7464 -0.2500 0.2192 -0.502
C 1.1753 -2.0283 -2.0827 -0.961
C 0.4063 -2.9994 0.6403 -1.094
H 0.3126 2.2835 2.0003 0.300
H 0.4912 3.5097 0.7234 0.408
H 1.9492 2.7210 1.4101 0.402
H 2.5997 2.0944 -1.6488 -0.081
H 1.0693 2.9923 -1.8909 0.468
H 1.2521 1.3483 -2.5772 0.278
H 1.4004 -3.4003 0.8848 0.451
H -0.1575 -3.7683 0.0897 0.415
H -0.1599 -2.7592 1.5565 0.205
H 1.8521 -0.3596 1.3079 0.549
H 2.7532 -0.2857 -0.2254 -0.148
H 0.6091 -2.9040 -2.4377 0.442
H 2.2453 -2.2958 -2.0593 0.323
H 1.0356 -1.2071 -2.8041 0.244
O -3.0721 -3.8287 4.7851 -0.629
S -3.5623 -3.0263 3.6872 1.099
O -4.5631 -3.6047 2.8250 -0.579
N -2.3015 -2.3063 2.7812 -0.330
C -2.2575 -0.9981 2.9768 0.750
S -1.0902 0.0853 2.3263 -0.615
C -3.3123 -0.4391 3.8224 0.378
C -3.6019 0.8925 4.1168 -0.392
C -4.7208 1.1599 4.9119 -0.813
C -5.5411 0.1197 5.3910 -0.516
C -5.2542 -1.2130 5.0718 -0.602
C -4.1343 -1.4562 4.2891 -0.164
H -2.9430 1.6748 3.7346 0.521
H -4.9548 2.1908 5.1591 0.418
H -6.4080 0.3445 6.0061 0.399
H -5.8592 -2.0552 5.4040 0.453
```

Summary:
gap between HOMO and LUMO: 6.72 eV
relative energy (zero: lowest compared OMol25 entry of this formula, charge and spin): 0.00 kcal/mol
charge: +1
max |F|: 3.40 eV/A
spin multiplicity: 1

Record 3
The following is a DFT calculation (ωB97M-V with the def2-TZVPD basis set) of 5 unconnected molecules or ions with the total composition C2H14O4S2.

Geometry as XYZ:
```
22
Properties=species:S:1:pos:R:3:nbo_charge:R:1
C 1.3834 -0.5167 1.5356 -0.630
C 0.3138 -1.5087 1.9290 -0.522
S 0.0729 -2.8250 0.6858 0.086
S -1.3711 -2.0498 -0.5453 -0.163
H 1.1024 0.0932 0.6880 0.228
H 2.3215 -0.9954 1.2824 0.215
H 1.6092 0.1401 2.3759 0.210
H -0.6471 -1.0160 2.0899 0.219
H 0.5841 -2.0762 2.8326 0.217
H -0.6650 -1.2065 -1.3232 0.140
O 0.3519 1.8156 -1.8182 -0.962
H -0.5569 2.1473 -1.8745 0.492
H 0.8268 2.4881 -2.3168 0.464
O -2.4550 2.8002 -1.8863 -0.979
H -3.1859 3.2966 -2.2636 0.478
H -2.9066 2.1420 -1.3354 0.498
O -4.1065 1.3363 -0.0286 -0.956
H -4.6949 0.5825 0.0918 0.485
H -3.6289 1.3816 0.8061 0.481
O 5.1515 -1.6901 -0.0918 -0.938
H 4.5545 -2.4302 -0.2421 0.470
H 5.9458 -1.9088 -0.5913 0.468
```

Summary:
gap between HOMO and LUMO: 9.21 eV
relative energy (zero: lowest compared OMol25 entry of this formula, charge and spin): 4.23 kcal/mol
SMILES: CCSS.O.O.O.O
max |F|: 0.46 eV/A
spin multiplicity: 1